Formula: C15H28AgIInNO4
Source: the OMol25 dataset
Level of theory: wB97M-V/def2-TZVPD

## Properties
Gap between HOMO and LUMO ... 3.50 eV
ΔE to the lowest compared entry with this formula, charge and spin ... 38.0 kcal/mol
DFT total energy ... -1578.61236 a.u.
Total charge ... 0
Spin multiplicity ... 1

The geometry in XYZ format:
```
51
C15H28AgIInNO4, DFT wB97M-V/def2-TZVPD
C 5.6312 -1.0994 1.0285
C 5.6538 0.3402 0.3802
C 4.2906 0.7358 -0.3192
O 4.1940 1.8921 -0.6475
O 3.2651 -0.1704 -0.4962
C 2.9642 -0.4066 -1.8960
C 2.0093 0.6455 -2.5529
In -0.1190 0.5559 -1.8614
C -0.3425 1.7409 0.0782
C -1.7662 2.4035 0.1380
C -1.8620 3.5722 1.2060
I -2.9580 5.2926 0.3423
C -0.9977 -1.5017 -1.7322
C -0.7152 -2.2402 -0.3539
C -1.9426 -3.0382 0.2237
C -3.2701 -2.1970 0.3823
C -3.6787 -1.8533 1.8746
O -2.5880 -1.6446 2.7790
C -1.8231 -0.4868 2.4548
N -1.3287 1.6461 -3.3224
C -2.4748 1.3864 -3.0772
O -3.5490 1.0543 -2.6723
H 6.0837 -1.8735 0.3485
H 4.5994 -1.4185 1.3328
H 6.2795 -1.0919 1.9489
H 6.5207 0.4470 -0.3188
H 5.7959 1.1184 1.1820
H 2.5845 -1.4530 -2.0663
H 3.9460 -0.3520 -2.4625
H 2.3651 1.7044 -2.4047
H 2.0084 0.4776 -3.6660
H 0.3920 2.5968 -0.0233
H -0.0738 1.1431 0.9870
H -2.6096 1.6680 0.2232
H -1.9127 2.9079 -0.8631
H -2.4224 3.2630 2.1549
H -0.8514 3.9597 1.4819
H -0.5936 -2.1381 -2.5742
H -2.1010 -1.4020 -1.9587
H -0.3187 -1.4720 0.3711
H 0.0991 -2.9993 -0.5417
H -1.6620 -3.4292 1.2470
H -2.1756 -3.9604 -0.3824
H -3.2407 -1.2244 -0.1866
H -4.1313 -2.7798 -0.0566
H -4.3077 -2.6832 2.2780
H -4.2926 -0.8999 1.8354
H -1.9316 0.3224 3.2424
H -0.7377 -0.7900 2.4831
H -2.0741 -0.0220 1.4702
Ag -4.0008 3.7411 2.9405
```

Mulliken atomic charge list, values in e, 8 entries: number 1, C, carries -0.960; number 2, C, carries -0.376; number 3, C, carries 0.431; number 4, O, carries -0.534; number 5, O, carries -0.216; number 6, C, carries -0.431; number 7, C, carries -1.093; number 8, In, carries 0.921


Formula: C5H10O
Source: the OMol25 dataset
Level of theory: wB97M-V/def2-TZVPD

## Properties
Gap between HOMO and LUMO ... 8.89 eV
ΔE to the lowest compared entry with this formula, charge and spin ... 83.9 kcal/mol
DFT total energy ... -271.61893 a.u.
Total charge ... 0
Spin multiplicity ... 1

The geometry in XYZ format:
```
16
C5H10O, DFT wB97M-V/def2-TZVPD
C 1.6736 -0.1131 1.2528
C 0.5518 -0.6969 0.3465
O 0.5112 -2.1035 0.4448
C -0.6081 -0.0295 0.9438
C -0.9010 1.2776 0.3178
C -1.9844 0.8148 -0.6972
H 1.3867 -0.1562 2.3095
H 1.9297 0.9172 0.9901
H 2.5472 -0.7544 1.1141
H 0.7828 -0.4446 -0.7013
H -0.1559 -2.2843 1.1238
H -2.6864 0.1193 -0.2244
H -1.3460 1.9951 1.0144
H -0.0794 1.7619 -0.2367
H -1.5248 0.3102 -1.5524
H -2.5448 1.6810 -1.0578
```

natural (NBO) atomic charge list, values in e, 8 entries: number 1, C, carries -0.622; number 2, C, carries -0.094; number 3, O, carries -0.717; number 4, C, carries 0.167; number 5, C, carries -0.559; number 6, C, carries -0.596; number 7, H, carries 0.225; number 8, H, carries 0.212


Formula: C4H12
Source: the OMol25 dataset
Level of theory: wB97M-V/def2-TZVPD

## Properties
Gap between HOMO and LUMO (alpha / beta) ... 2.74 / 11.99 eV
ΔE to the lowest compared entry with this formula, charge and spin ... 15.2 kcal/mol
DFT total energy ... -159.50597 a.u.
Total charge ... -1
⟨S²⟩ ... 0.750
Spin multiplicity ... 2

The geometry in XYZ format:
```
16
C4H12, DFT wB97M-V/def2-TZVPD
C 1.2863 -0.7871 -0.8838
C 2.3222 -0.5628 -1.9831
H 1.4521 -0.0911 -0.0646
H 0.3214 -0.6855 -1.3663
H 1.2137 -1.7974 -0.4240
H 2.5755 0.4461 -2.2685
H 3.2317 -1.0938 -1.6633
H 1.9946 -1.0771 -2.9251
C -1.2917 0.1473 1.5121
C -2.3339 1.2432 1.4202
H -1.3122 -0.6759 0.7702
H -0.2874 0.7731 1.3906
H -1.2887 -0.5130 2.4172
H -2.4466 1.7081 0.4076
H -2.1135 2.0942 2.0465
H -3.3235 0.8716 1.6143
```

natural (NBO) atomic charge list, values in e, 8 entries: number 1, C, carries -0.939; number 2, C, carries -0.715; number 3, H, carries 0.197; number 4, H, carries 0.190; number 5, H, carries 0.187; number 6, H, carries 0.198; number 7, H, carries 0.184; number 8, H, carries 0.181


Formula: C24H33N2
Source: the OMol25 dataset
Level of theory: wB97M-V/def2-TZVPD

## Properties
Gap between HOMO and LUMO ... 7.26 eV
ΔE to the lowest compared entry with this formula, charge and spin ... 18.6 kcal/mol
DFT total energy ... -1043.59227 a.u.
Total charge ... +1
Spin multiplicity ... 1

The geometry in XYZ format:
```
59
C24H33N2, DFT wB97M-V/def2-TZVPD
C -1.3492 -3.6620 0.6053
C -1.5877 -2.9391 -0.7198
C -1.8755 -3.9579 -1.8266
C -2.7905 -1.9983 -0.6164
C -0.3207 -2.1763 -1.0628
N 0.4607 -2.4651 -2.1323
C 1.5282 -1.5824 -2.2304
C 1.4227 -0.6792 -1.1568
C 2.3250 0.3822 -1.0769
C 3.3761 0.4370 -2.0073
C 3.5235 -0.5319 -3.0127
C 2.5770 -1.5602 -3.1452
C 0.2816 -1.1224 -0.3601
C -0.2331 -0.4571 0.8086
C 0.6364 0.1680 1.8098
C 1.9523 -0.2986 1.9952
C 2.7629 0.3028 2.9442
C 2.3158 1.3870 3.6983
C 3.2356 2.0091 4.7037
C 0.9974 1.8327 3.5405
C 0.1685 1.2571 2.5845
H -1.1400 -2.9579 1.4163
H -2.2264 -4.2605 0.8824
H -0.4840 -4.3301 0.5123
H -2.0184 -3.4652 -2.7963
H -1.0836 -4.7121 -1.9077
H -2.8079 -4.4877 -1.5940
H -2.8991 -1.3914 -1.5259
H -3.7032 -2.6006 -0.5086
H -2.7577 -1.3337 0.2529
H 0.3272 -3.2115 -2.8067
H 2.2088 1.1528 -0.3179
H 4.1046 1.2475 -1.9351
H 4.3829 -0.4827 -3.6852
H 2.6763 -2.3323 -3.9087
H -1.1709 -0.8389 1.2381
H 2.3145 -1.1345 1.3920
H 3.7731 -0.0690 3.0729
H 2.7115 2.7703 5.2896
H 3.6074 1.2439 5.4004
H 4.1169 2.4846 4.2461
H 0.6456 2.6622 4.1520
H -0.8323 1.6701 2.4141
C -0.8185 3.5304 -1.2135
C -1.7681 2.4577 -0.6856
C -2.6104 3.0203 0.4464
C -2.5685 1.8777 -1.8520
N -1.0215 1.2846 -0.0607
H -0.2272 3.1812 -2.0656
H -1.3990 4.3897 -1.5889
H -0.1375 3.9144 -0.4479
H -3.2676 2.2644 0.9097
H -1.9328 3.4358 1.2084
H -3.2420 3.8528 0.1054
H -3.1653 0.9852 -1.5734
H -3.2556 2.6071 -2.3020
H -1.8493 1.6040 -2.6426
H -1.6791 0.5010 -0.1990
H -0.2097 1.1252 -0.6649
```

natural (NBO) atomic charge list, values in e, 8 entries: number 1, C, carries -0.589; number 2, C, carries -0.118; number 3, C, carries -0.614; number 4, C, carries -0.599; number 5, C, carries 0.359; number 6, N, carries -0.506; number 7, C, carries 0.190; number 8, C, carries -0.117